The following is a DFT calculation (ωB97M-V/def2-TZVPD) of a molecular structure, C37H52FGeN8S2SeSiTi in a non-equilibrium geometry.

Values from the calculation:
Frontier orbital gap (alpha / beta)   6.72 / 6.49 eV
E_LUMO (alpha / beta)   -0.31 / -0.66 eV
Relative energy (zero: lowest compared OMol25 entry of this formula, charge and spin)   0.059 eV
E_HOMO (alpha / beta)   -7.0322 / -7.1483 eV
Electronic energy   -8392.8729 a.u.

```
! RIJCOSX wB97M-V def2-TZVPD def2/J DEFGRID3
* xyz 0 2
Se -2.66 -2.27 -1.49
Ge -5.05 -4.09 -2.94
Ti 1.03 -0.23 0.47
S -1.19 -0.76 1.50
S -1.69 3.48 -0.32
Si 3.96 0.36 -1.25
F -0.37 0.14 -1.24
N 2.25 0.00 -1.26
N 0.67 -0.58 3.45
N 1.77 -2.01 0.88
N -3.42 1.98 -1.65
N 1.16 0.28 2.49
N 1.44 1.95 0.62
N -3.41 1.73 0.63
N -0.98 -2.12 3.79
C 0.37 -5.42 0.62
C 0.11 -5.52 -0.75
C 4.51 0.63 0.53
C -0.62 -0.09 -3.59
C 1.37 -0.33 -4.89
C -0.41 -1.16 3.01
C 4.77 -2.09 3.10
C -4.41 0.67 0.60
C 0.21 -0.01 -2.49
C -5.68 -4.40 -4.77
C 5.30 -3.13 1.01
C -2.81 -3.69 -0.19
C 1.86 4.12 -0.27
C 1.75 2.42 1.85
C -0.02 -0.25 -4.83
C 5.69 -2.71 2.28
C 5.00 -1.00 -2.06
C 1.53 1.44 2.90
C 3.07 -2.26 1.38
C 0.37 -4.44 -1.57
C -6.27 -2.88 -2.00
C -3.26 -3.26 -3.06
C 2.16 -0.25 -3.76
C -2.90 2.33 -0.45
C 4.32 1.95 -2.21
C 3.47 -1.87 2.66
C 1.60 -0.09 -2.47
C 2.15 3.72 2.07
C 1.16 -3.16 0.32
C 0.90 -3.27 -1.04
C 1.49 2.79 -0.41
C 4.01 -2.91 0.57
C 0.88 -4.25 1.15
C -4.43 0.96 -1.85
C -5.30 0.86 -0.61
C -4.94 -5.81 -2.00
C 2.20 4.59 0.98
H -5.77 -2.46 -1.12
H 4.03 2.83 -1.63
H -0.28 -6.44 -1.16
H 6.01 -3.63 0.36
H -3.93 -0.31 0.56
H 2.50 5.62 1.12
H -5.78 -6.44 -2.29
H -5.89 1.77 -0.51
H -3.28 -2.52 -3.87
H -3.84 -3.83 0.13
H -1.95 -2.34 3.62
H 3.24 -0.33 -3.86
H -3.96 -0.01 -2.05
H -1.69 -0.01 -3.45
H -4.02 -6.33 -2.26
H 2.74 -1.40 3.32
H -6.69 -4.83 -4.76
H -7.17 -3.40 -1.68
H -3.00 2.46 -2.44
H -4.97 -5.68 -0.92
H 1.14 -2.44 -1.70
H -2.51 -4.00 -3.32
H 1.57 1.68 3.95
H 1.09 -4.16 2.21
H 2.39 4.05 3.07
H -2.40 -4.61 -0.60
H 0.17 -6.26 1.27
H 4.88 1.65 0.67
H 3.81 1.98 -3.17
H -4.99 0.72 1.52
H 3.70 0.47 1.26
H 5.44 -0.66 -3.00
H -5.02 1.23 -2.72
H 4.40 -1.89 -2.27
H -5.98 0.01 -0.71
H -6.57 -2.05 -2.65
H 5.30 -0.06 0.81
H -5.02 -5.10 -5.29
H -2.90 1.89 1.48
H -0.62 -0.32 -5.72
H 0.18 -4.51 -2.63
H 5.05 -1.77 4.09
H 5.81 -1.31 -1.40
H -0.65 -2.19 4.74
H 3.70 -3.24 -0.41
H 1.85 -0.47 -5.85
H -5.71 -3.47 -5.33
H -2.19 -3.39 0.66
H 1.86 4.76 -1.14
H 6.70 -2.89 2.62
H 5.40 2.02 -2.40
H 1.23 2.38 -1.37
*
```